1.
The following is a quantum chemistry calculation of a cluster of 7 separate species, C14H42O7 in total at a distorted geometry, from OMol25.

Geometry as XYZ:
```
63
C14H42O7, DFT ωB97M-V with the def2-TZVPD basis set
C -1.545 -1.532 6.177
C -1.827 -0.062 6.343
O -3.217 0.174 6.038
H -1.831 -2.105 7.059
H -0.487 -1.687 5.964
H -2.061 -1.985 5.330
H -1.118 0.489 5.725
H -1.739 0.320 7.360
H -3.680 -0.280 6.745
C -0.582 1.519 -0.059
C -0.336 1.660 -1.545
O 0.067 0.461 -2.212
H 0.388 1.434 0.431
H -1.166 0.631 0.183
H -1.137 2.315 0.437
H 0.319 2.516 -1.706
H -1.249 2.073 -1.975
H -0.647 -0.152 -2.401
C -6.167 -3.617 1.290
C -7.356 -4.201 0.589
O -6.963 -4.796 -0.650
H -6.502 -3.192 2.236
H -5.634 -2.841 0.739
H -5.525 -4.429 1.632
H -8.026 -3.346 0.499
H -8.068 -4.846 1.105
H -7.534 -5.547 -0.828
C 6.057 5.539 -1.063
C 4.962 5.957 -0.073
O 5.523 6.914 0.976
H 6.922 5.101 -0.564
H 6.495 6.341 -1.658
H 5.848 4.590 -1.557
H 4.458 5.148 0.457
H 4.222 6.531 -0.631
H 5.358 7.775 0.585
C 3.947 4.845 7.030
C 4.645 3.566 6.457
O 4.313 2.502 7.359
H 2.929 4.583 7.316
H 4.009 5.377 6.080
H 4.516 5.271 7.856
H 5.728 3.694 6.459
H 4.328 3.324 5.443
H 4.534 1.698 6.883
C -0.268 -5.942 -2.932
C -1.691 -5.784 -3.593
O -2.151 -4.433 -3.391
H 0.575 -5.643 -3.555
H -0.128 -7.022 -2.897
H -0.030 -5.590 -1.928
H -2.402 -6.478 -3.144
H -1.862 -5.989 -4.650
H -3.035 -4.474 -3.020
C 1.202 -1.125 -9.833
C -0.001 -0.547 -9.013
O 0.613 0.362 -8.112
H 0.786 -1.711 -10.652
H 1.893 -1.783 -9.307
H 1.740 -0.350 -10.379
H -0.487 -1.430 -8.600
H -0.532 0.159 -9.652
H 0.607 0.049 -7.204
```

Properties
LUMO energy in Ha: 0.017
HOMO energy in eV: -9.865
Energy above the lowest of the compared OMol25 structures with the same formula, charge and spin in kcal per mole: 108.7
Electronic energy in hartree: -1085.0885

Charges obtained by Mulliken population analysis, quoted in units of e: -0.9460, -0.2529, -0.5351, 0.3005, 0.3101, 0.2887, 0.2890, 0.2392, 0.3063, -0.8908, -0.2817, -0.5051, 0.2272, 0.2854, 0.3317, 0.2803, 0.2493, 0.3039, -0.9969, -0.2339, -0.5107, 0.3275, 0.2769, 0.2767, 0.2133, 0.3423, 0.3052, -0.9513, -0.2272, -0.5274, 0.2913, 0.2585, 0.3503, 0.2721, 0.2363, 0.2972, -0.8705, -0.2646, -0.5158, 0.2596, 0.2776, 0.2627, 0.2641, 0.3017, 0.2852, -0.9469, -0.2545, -0.5102, 0.2795, 0.3101, 0.2919, 0.2712, 0.2663, 0.2920, -0.9952, -0.2080, -0.5129, 0.3325, 0.2777, 0.3009, 0.2903, 0.2230, 0.2919

***

2.
The following is a quantum chemistry calculation of a cluster of 7 separate species, C14H42O7S3 in total at a distorted geometry, from OMol25.

Geometry as XYZ:
```
66
C14H42O7S3, DFT ωB97M-V with the def2-TZVPD basis set
C 4.418 1.231 1.197
C 5.186 1.181 2.599
O 6.323 0.445 2.566
H 4.207 0.217 1.137
H 5.115 1.655 0.419
H 3.754 2.171 1.292
H 4.651 0.666 3.355
H 5.380 2.207 2.887
H 6.709 0.250 3.393
C 3.546 0.925 -3.293
C 2.199 1.693 -3.182
O 1.230 0.811 -2.979
H 4.410 1.480 -3.072
H 3.638 0.527 -4.357
H 3.631 0.187 -2.552
H 2.221 2.336 -3.983
H 2.331 2.589 -2.415
H 0.500 1.309 -2.719
C -0.991 -4.161 -0.095
C -0.376 -3.964 -1.582
O -0.044 -5.276 -2.145
H -0.336 -4.486 0.621
H -1.869 -4.995 -0.168
H -1.371 -3.149 0.620
H 0.537 -3.451 -1.299
H -1.035 -3.346 -2.135
H 0.612 -5.707 -1.579
C 1.147 -0.365 2.272
C 1.061 -0.463 0.735
O -0.206 -0.347 0.255
H 0.555 0.483 2.326
H 2.356 -0.215 2.601
H 0.544 -1.344 2.576
H 1.464 -1.499 0.346
H 1.443 0.451 0.325
H -0.264 -0.250 -0.807
C -2.422 -0.296 -3.732
S -3.661 0.597 -2.604
O -5.019 0.366 -3.298
C -3.674 -0.747 -1.448
H -2.561 -1.168 -3.989
H -1.578 -0.010 -3.242
H -2.302 0.239 -4.691
H -3.929 -1.725 -1.842
H -4.261 -0.658 -0.555
H -2.722 -0.935 -1.036
C -2.539 -1.833 3.165
S -2.681 -0.013 2.905
O -3.559 0.089 1.772
C -3.510 0.584 4.389
H -2.124 -2.214 4.046
H -1.938 -2.048 2.168
H -3.318 -2.379 3.038
H -3.887 1.462 4.203
H -2.722 0.495 5.300
H -4.240 -0.035 4.296
C 0.304 3.435 -0.165
S -1.096 3.276 -1.145
O -0.972 2.042 -1.983
C -2.252 2.822 0.125
H 1.024 3.832 -0.946
H 0.444 2.415 0.149
H 0.176 4.272 0.590
H -3.263 2.581 -0.298
H -2.467 3.723 0.868
H -1.955 2.023 0.799
```

Properties
LUMO energy in Ha: 0.005
HOMO energy in eV: -8.400
Energy above the lowest of the compared OMol25 structures with the same formula, charge and spin in kcal per mole: 8.8
Electronic energy in hartree: -2279.3790

Charges obtained by Mulliken population analysis, quoted in units of e: -0.8122, -0.4454, -0.5286, 0.3565, 0.3938, 0.1636, 0.3335, 0.2732, 0.3114, -1.4437, 0.2655, -0.4044, 0.4659, 0.2641, 0.3772, 0.4250, -0.1042, 0.2273, -0.7452, -0.1466, -0.5507, 0.4528, 0.3003, -0.0925, 0.1683, 0.2791, 0.3236, -0.5945, -0.1995, 0.0082, 0.2856, 0.0807, 0.1127, 0.1283, 0.1843, 0.1192, -0.9983, 0.5220, -0.7284, -0.7011, 0.7135, -0.0393, 0.3730, 0.4511, 0.3580, -0.0091, -0.9656, 0.7566, -0.5824, -1.4154, 0.4902, -0.1518, 0.5272, 0.4851, 0.2744, 0.4965, -0.2508, 0.2033, -0.5188, -0.4286, 0.2206, -0.3125, 0.4779, 0.3068, 0.3617, -0.1486

***

3.
The following is a quantum chemistry calculation of a cluster of 7 separate species, C14H42O7S7 in total at a distorted geometry, from OMol25.

Geometry as XYZ:
```
70
C14H42O7S7, DFT ωB97M-V with the def2-TZVPD basis set
C 4.226 3.473 4.493
S 2.520 3.168 4.461
O 1.997 4.574 4.774
C 2.346 2.899 2.784
H 4.431 4.191 3.851
H 4.880 2.780 4.072
H 4.193 3.591 5.554
H 2.547 3.710 2.014
H 1.374 2.438 2.530
H 3.118 2.162 2.366
C -1.378 -6.154 -3.492
S -0.416 -5.806 -2.040
O 0.938 -6.366 -2.222
C -0.331 -4.115 -2.479
H -2.224 -5.605 -3.362
H -1.699 -7.387 -3.362
H -0.952 -5.817 -4.447
H 0.351 -3.530 -1.884
H -1.156 -3.584 -2.494
H 0.267 -3.953 -3.417
C -3.194 -3.309 2.163
S -1.714 -4.210 2.177
O -1.866 -4.970 0.844
C -0.721 -2.858 1.624
H -3.916 -4.177 2.505
H -3.625 -2.935 1.262
H -3.206 -2.555 2.741
H -1.202 -2.192 0.910
H 0.080 -3.162 1.003
H -0.483 -2.293 2.708
C 1.624 -0.818 -1.082
S 0.392 0.325 -1.696
O -0.644 -0.758 -1.581
C 0.273 1.308 -0.198
H 2.393 -0.239 -1.031
H 1.909 -1.672 -1.785
H 1.577 -1.194 -0.045
H -0.392 1.997 -0.452
H 1.139 1.927 0.119
H -0.324 0.804 0.561
C 3.584 -3.003 -4.066
S 4.584 -2.200 -5.259
O 3.607 -1.725 -6.365
C 4.868 -0.738 -4.311
H 3.222 -3.769 -4.608
H 2.650 -2.548 -3.982
H 4.299 -3.137 -3.188
H 5.120 0.101 -4.908
H 5.531 -1.013 -3.453
H 4.014 -0.584 -3.716
C -0.278 5.225 0.254
S -1.925 5.607 0.672
O -1.917 7.143 1.153
C -2.636 5.651 -1.008
H -0.184 4.353 -0.288
H 0.572 5.217 1.141
H 0.069 6.093 -0.404
H -2.372 6.779 -1.122
H -3.741 5.772 -1.000
H -2.239 5.075 -1.673
C -2.828 0.604 2.840
S -3.619 2.164 3.098
O -3.321 2.959 1.776
C -5.262 1.440 2.861
H -3.175 -0.027 2.051
H -3.056 0.036 3.655
H -1.788 0.983 2.842
H -5.466 0.878 3.691
H -5.461 0.799 1.994
H -5.996 2.178 2.905
```

Properties
LUMO energy in Ha: -0.009
HOMO energy in eV: -8.534
Energy above the lowest of the compared OMol25 structures with the same formula, charge and spin in kcal per mole: 233.4
Electronic energy in hartree: -3872.0124

Charges obtained by Mulliken population analysis, quoted in units of e: -1.1244, 0.4477, -0.6144, -0.5560, 0.3920, 0.4242, 0.3482, 0.3395, -0.0244, 0.3807, -0.9477, 0.6704, -0.6993, -0.8817, 0.3920, 0.2471, 0.3255, -0.1332, 0.6423, 0.3802, -0.9766, 0.3583, -0.5552, -0.7013, 0.2874, 0.3658, 0.4011, 0.1942, 0.3238, 0.2752, -0.9635, 0.3922, -0.5811, -0.9237, 0.7109, -0.0203, 0.3431, 0.3695, 0.4361, 0.2350, -0.9032, 0.4402, -0.6412, -0.6848, 0.4739, 0.1826, 0.3756, 0.3481, 0.3605, 0.0654, -0.5893, 0.6000, -0.6947, -1.0579, 0.1762, 0.1326, 0.3663, 0.3433, 0.3056, 0.4135, -1.0418, 0.4257, -0.5408, -1.2367, 0.3732, 0.6018, 0.1796, 0.5047, 0.3282, 0.4140

***

4.
The following is a quantum chemistry calculation of a cluster of 7 separate species, C14H43B3N12O10 in total at a distorted geometry, from OMol25.

Geometry as XYZ:
```
82
C14H43B3N12O10, DFT ωB97M-V with the def2-TZVPD basis set
C 1.361 -3.630 -0.903
C 2.400 -3.263 -2.117
C 2.476 -4.629 -3.078
C 1.911 -2.050 -3.107
C 1.334 -0.718 -2.345
B -0.331 -0.702 -2.194
O -0.853 -0.065 -0.934
B -1.979 0.835 -1.269
O -2.929 0.436 -2.362
B -2.618 -1.016 -2.602
C -3.744 -2.160 -2.244
C -3.134 -3.666 -1.973
C -3.080 -4.603 -3.348
O -4.054 -4.303 -0.974
O -1.267 -1.284 -3.185
H 0.338 -3.947 -1.428
H 1.160 -2.676 -0.240
H 1.687 -4.576 -0.268
H 3.499 -3.120 -1.682
H 3.285 -4.543 -3.923
H 1.424 -4.648 -3.643
H 2.530 -5.621 -2.459
H 2.882 -1.698 -3.704
H 1.130 -2.414 -3.910
H 1.584 0.208 -3.055
H 1.882 -0.479 -1.318
H -2.109 1.814 -0.619
H -4.574 -2.208 -3.099
H -4.301 -1.819 -1.245
H -2.062 -3.641 -1.489
H -3.074 -3.884 -4.283
H -3.942 -5.394 -3.368
H -2.061 -5.214 -3.407
H -4.979 -3.915 -1.068
C 1.945 2.866 -0.703
O 2.473 1.817 -0.367
N 2.644 3.991 -0.934
N 0.616 2.989 -0.870
H 2.227 4.864 -1.211
H 3.648 3.941 -0.819
H 0.052 2.165 -0.706
H 0.162 3.844 -1.146
C -3.759 0.633 3.529
O -4.655 0.485 4.345
N -3.586 -0.192 2.481
N -2.864 1.634 3.606
H -2.854 -0.087 1.799
H -4.238 -0.960 2.387
H -2.958 2.278 4.380
H -2.119 1.772 2.944
C -3.395 -2.831 6.490
O -3.434 -3.990 6.873
N -4.243 -2.341 5.568
N -2.501 -1.941 6.956
H -4.227 -1.390 5.240
H -4.933 -2.979 5.191
H -1.844 -2.269 7.652
H -2.454 -0.983 6.653
C 6.111 -4.245 -0.713
O 5.143 -4.980 -0.826
N 7.148 -4.272 -1.569
N 6.227 -3.343 0.278
H 7.954 -3.674 -1.493
H 7.100 -4.937 -2.330
H 5.468 -3.290 0.945
H 7.017 -2.729 0.387
C 1.557 5.952 2.626
O 0.460 6.005 2.091
N 2.620 5.365 2.049
N 1.799 6.477 3.841
H 3.531 5.311 2.474
H 2.481 4.957 1.134
H 1.025 6.928 4.311
H 2.695 6.443 4.298
C -0.779 6.938 -1.213
O -0.305 5.816 -1.125
N -1.077 7.512 -2.392
N -1.044 7.702 -0.137
H -1.467 8.435 -2.485
H -0.892 6.971 -3.227
H -0.835 7.307 0.770
H -1.434 8.628 -0.189
```

Properties
LUMO energy in Ha: 0.011
HOMO energy in eV: -9.235
Electronic energy in hartree: -2043.6233

Charges obtained by Mulliken population analysis, quoted in units of e: -0.6756, 0.5039, -1.1151, -0.4255, -0.5360, 0.2287, -0.2571, 0.3765, -0.4402, 0.6108, -1.0091, 1.0242, -0.9745, -0.5821, -0.3499, -0.0525, 0.2044, 0.3430, -0.0519, 0.2781, 0.2962, 0.2836, 0.3161, 0.1622, 0.2232, 0.2365, -0.1202, 0.2876, 0.2228, -0.1871, 0.2760, 0.2989, 0.2164, 0.3327, 0.6011, -0.6916, -0.4445, -0.1647, 0.1930, 0.2335, 0.0111, 0.3600, 0.6320, -0.7243, -0.2327, -0.3133, 0.1195, 0.1912, 0.2039, 0.1286, 0.5553, -0.6735, -0.2859, -0.3364, 0.1893, 0.1768, 0.2039, 0.1705, 0.7380, -0.6212, -0.4257, -0.3956, 0.1525, 0.2207, 0.2217, 0.1553, 0.5964, -0.6775, -0.3287, -0.4214, 0.1656, 0.2709, 0.2413, 0.1548, 0.5087, -0.6768, -0.4058, -0.3397, 0.1569, 0.2214, 0.2804, 0.1599